Below is a structure of composition C31H52MnP2 in a non-equilibrium geometry, with properties calculated with ωB97M-V/def2-TZVPD.

```
86
Properties=species:S:1:pos:R:3:forces:R:3:mulliken_spin:R:1
Mn -0.124436 -0.427433 0.237961 -0.411 1.623 -0.249 3.927
C -1.000602 -2.288497 1.016525 0.156 0.379 0.721 -0.258
C 0.379142 -2.367129 1.431171 0.027 0.537 0.675 0.164
C -0.578578 -0.601749 2.578253 -1.642 -0.611 -0.773 -0.027
C -1.600836 -1.208003 1.768375 0.510 0.126 1.146 -0.050
C 0.630869 -1.336207 2.389798 -0.037 -1.190 -1.216 -0.167
C -1.731135 -3.301581 0.199723 -0.126 -0.250 -0.325 0.028
H -1.089543 -3.697088 -0.602220 -0.195 0.063 0.229 -0.008
H -2.633090 -2.875213 -0.265115 0.311 -0.162 0.161 -0.002
H -2.057928 -4.165829 0.806138 0.168 0.345 -0.105 -0.015
C -3.063161 -0.949579 1.893370 -0.466 0.367 -0.048 0.039
H -3.646984 -1.604624 1.234636 0.157 0.195 0.175 0.005
H -3.305228 0.092601 1.639852 -0.053 -0.342 0.015 -0.021
H -3.422401 -1.125537 2.922361 0.226 -0.002 -0.319 0.002
C -0.787350 0.446304 3.618444 -0.015 0.444 0.195 -0.009
H -0.782820 0.020172 4.638281 0.049 0.028 -0.416 -0.006
H -1.750116 0.958881 3.491458 0.312 -0.150 0.030 -0.002
H 0.012257 1.205760 3.586467 -0.284 -0.185 0.052 -0.003
C 1.860614 -1.204574 3.216529 0.500 0.308 0.135 0.030
H 1.817701 -1.846914 4.113869 -0.135 0.152 -0.338 -0.008
H 2.000368 -0.172540 3.571797 -0.036 -0.363 -0.099 -0.002
H 2.759242 -1.497297 2.656407 -0.217 0.094 0.147 -0.009
C 1.262914 -3.531458 1.187401 0.503 -0.366 -0.283 -0.008
H 0.975512 -4.391689 1.812609 -0.032 0.240 -0.152 0.000
H 2.302653 -3.292221 1.435394 -0.225 -0.109 -0.155 0.003
H 1.221365 -3.854877 0.140778 0.105 -0.032 0.189 0.002
C 2.245255 -0.992687 -2.532057 -0.259 -0.351 0.002 0.043
C 1.945300 -2.239515 -2.147237 -0.164 0.456 -0.157 0.060
C 2.935196 -3.360570 -2.212565 -0.120 -0.652 -0.207 0.013
C 4.111261 -3.363518 -1.190110 0.253 -0.603 0.161 -0.001
C 4.253222 -2.217112 -0.228194 0.251 0.310 0.022 0.002
C 4.558954 -0.983166 -0.640618 0.076 -0.199 0.170 -0.004
C 4.805569 -0.663596 -2.090908 0.476 0.379 -0.156 0.001
C 3.596140 -0.624227 -3.070935 0.117 0.442 -0.525 0.006
H 3.390190 -3.416409 -3.218394 -0.341 0.170 0.278 0.001
H 5.033177 -3.449677 -1.792751 -0.185 0.055 0.391 0.000
H 2.379036 -4.305787 -2.090883 0.252 0.315 -0.093 -0.001
H 3.862318 -1.276963 -3.925224 -0.345 0.220 0.330 0.000
H 1.496838 -0.190055 -2.547189 0.036 -0.372 0.174 -0.027
H 0.931740 -2.522945 -1.836813 0.222 0.372 -0.021 -0.035
H 3.531786 0.393233 -3.491783 0.012 -0.379 0.117 0.000
H 5.296968 0.322730 -2.136008 -0.076 -0.418 -0.031 0.000
H 4.764333 -0.171460 0.067635 -0.208 -0.405 -0.083 0.001
H 5.526524 -1.385184 -2.516348 -0.157 0.242 0.365 0.000
H 4.040506 -4.292828 -0.604452 0.101 0.277 -0.209 0.000
H 4.220848 -2.473801 0.838781 -0.078 0.345 -0.407 0.001
P -1.758353 -0.140842 -1.859445 0.023 -0.214 0.492 -0.005
C -3.546282 -0.158853 -1.428911 -0.014 0.000 0.081 0.015
H -4.165101 0.049455 -2.311012 0.241 -0.109 0.053 -0.001
H -3.755148 0.605249 -0.672221 0.105 -0.180 -0.177 -0.003
H -3.835752 -1.136415 -1.028113 0.092 0.170 -0.091 0.003
C -1.640978 1.324255 -2.960534 0.205 0.092 0.047 -0.023
H -2.441073 1.313638 -3.712834 0.166 -0.138 0.200 0.000
H -0.675718 1.322204 -3.479639 -0.134 -0.013 0.077 0.003
H -1.724118 2.252623 -2.388515 -0.001 -0.201 -0.081 0.002
C -1.622748 -1.507093 -3.079419 -0.073 0.028 -0.121 -0.024
H -0.650203 -1.448381 -3.581566 -0.151 -0.039 0.090 0.007
H -2.419224 -1.443364 -3.834821 0.199 0.005 0.190 -0.003
H -1.692979 -2.476900 -2.573909 -0.001 0.203 -0.092 0.002
P 1.275549 2.093031 0.499349 0.227 0.062 0.220 0.125
C 2.677692 1.858831 1.660726 0.131 -0.148 0.060 -0.010
H 3.481347 2.576247 1.443753 -0.217 -0.136 0.121 -0.001
H 3.068092 0.836728 1.555599 -0.036 0.314 0.038 -0.001
H 2.341050 1.999852 2.698382 0.093 -0.037 -0.312 0.000
C 2.162687 2.636368 -1.016003 -0.060 -0.058 -0.199 -0.020
H 3.068129 2.030151 -1.149182 -0.237 0.052 -0.018 -0.002
H 2.451620 3.695305 -0.957772 -0.071 -0.301 0.063 -0.001
H 1.512520 2.494398 -1.887489 0.186 0.084 0.087 0.003
C 0.591446 3.701141 1.122612 -0.129 -0.101 0.022 0.009
H 1.373345 4.461060 1.273460 0.010 -0.398 -0.093 0.003
H 0.078545 3.527811 2.078682 0.092 0.058 -0.294 -0.004
H -0.144984 4.100812 0.415626 0.167 -0.136 0.205 -0.005
C -1.925938 2.081881 0.543373 1.068 -0.871 0.097 0.070
C -3.139730 2.766172 0.716241 -0.829 0.313 -0.175 -0.002
C -3.636462 3.625043 -0.319575 0.101 -0.455 0.743 0.080
C -4.808668 4.333527 -0.123586 -0.200 0.031 0.096 -0.043
C -5.539350 4.201801 1.070343 0.239 -0.098 0.239 0.087
C -5.074926 3.340904 2.086836 0.041 0.213 -0.464 -0.047
C -3.891846 2.634669 1.923494 0.083 0.287 -0.534 0.074
H -1.308486 2.331571 -0.324989 -0.130 -0.100 0.636 0.050
H -1.482204 1.587736 1.424020 0.002 0.532 -0.743 -0.018
H -3.044807 3.723431 -1.236487 -0.318 0.057 0.302 0.006
H -5.163875 5.004629 -0.908016 0.052 -0.163 0.266 -0.002
H -6.437506 4.805037 1.237875 0.324 -0.344 -0.146 0.005
H -5.637153 3.229418 3.009461 0.037 0.108 -0.121 -0.002
H -3.491997 1.996727 2.719997 -0.294 0.288 -0.278 0.010
```
Positions in Å, forces in eV/Å.

M	541.64	g/mol
total charge	+1
gap between HOMO and LUMO (alpha / beta)	3.59 / 4.63	eV
multiplicity	5

***

Below is a structure of composition C31H52N6NaO7S2Sb, with properties calculated with ωB97M-V/def2-TZVPD.

```
100
Properties=species:S:1:pos:R:3:forces:R:3:lowdin_charge:R:1
Na -0.023754 0.355789 0.742886 -0.187 -0.489 -0.234 0.342
N -3.183522 -1.091649 0.396600 0.036 0.024 0.025 -0.002
C -3.957819 0.048805 -0.089629 -0.024 0.012 0.000 -0.234
C -3.228247 1.358665 -0.421745 0.013 -0.076 0.013 -0.626
O -3.956894 2.312070 -0.796540 -0.019 0.010 -0.016 -0.093
N -1.917504 1.334039 -0.303252 0.147 0.164 0.076 0.008
C -1.296346 2.615863 -0.587101 0.114 0.086 0.001 -0.181
C 0.237690 2.559505 -0.581628 0.027 0.056 -0.162 -0.677
O 0.855623 3.596206 -0.224635 0.097 0.119 -0.041 -0.073
O 0.806408 1.480565 -0.918843 0.103 0.355 0.038 -0.128
H -2.741244 -0.822397 1.271439 -0.011 -0.011 0.001 0.037
H -2.403679 -1.234164 -0.239666 -0.020 -0.017 -0.012 0.040
H -4.725278 0.294902 0.649085 0.003 -0.006 -0.001 0.099
H -4.499674 -0.247316 -0.994122 0.008 0.000 -0.007 0.093
H -1.595642 3.387326 0.131365 -0.030 -0.010 -0.017 0.114
H -1.584002 3.021541 -1.570008 -0.079 -0.052 -0.011 0.110
C 5.664499 -2.499107 1.132045 -0.027 0.011 -0.039 -0.094
N 4.792344 -2.241808 0.005121 0.062 -0.034 -0.049 -0.170
C 5.308138 -1.319749 -0.984281 -0.011 0.042 0.007 -0.063
C 3.470926 -2.584298 -0.023527 -0.031 -0.127 0.007 -0.520
C 2.931691 -3.368959 1.146720 -0.002 0.039 -0.001 -0.001
O 2.755292 -2.306695 -0.975157 0.067 -0.047 0.003 -0.010
H 5.615215 -1.686690 1.863120 0.035 -0.014 0.044 0.038
H 6.692020 -2.576566 0.766439 -0.027 -0.002 -0.011 0.080
H 5.414278 -3.440278 1.615739 -0.024 0.009 0.012 0.075
H 5.676596 -0.419481 -0.487012 0.017 0.022 -0.007 0.072
H 4.503838 -1.038494 -1.656110 0.024 -0.001 0.003 0.058
H 6.118534 -1.783067 -1.558385 -0.003 0.023 0.004 0.085
H 3.245294 -2.947958 2.101499 -0.024 0.033 0.016 0.073
H 3.271831 -4.407827 1.095186 0.027 0.026 -0.002 0.087
H 1.847562 -3.352960 1.094806 -0.011 -0.022 0.013 0.060
O -0.032438 -3.469737 2.348053 -0.023 -0.006 -0.018 0.025
C -0.125920 -2.442515 3.004982 0.053 -0.024 -0.003 -0.523
N -0.011522 -1.171208 2.557388 -0.101 0.046 0.250 -0.069
S -0.280888 -0.086936 3.717783 0.048 -0.089 0.157 0.596
O 0.868340 0.755016 3.960665 -0.023 -0.022 0.018 -0.316
O -1.530759 0.600219 3.498965 -0.003 0.046 0.031 -0.299
C -0.470748 -1.243270 5.053267 -0.007 0.011 -0.034 -0.209
C -0.691423 -1.039350 6.400876 0.005 -0.010 0.004 -0.044
C -0.817857 -2.167094 7.203559 -0.001 -0.004 -0.003 -0.097
C -0.727377 -3.445917 6.655502 -0.004 -0.004 0.007 -0.092
C -0.507023 -3.625040 5.295408 0.004 0.000 -0.010 -0.013
C -0.377641 -2.500397 4.500783 -0.002 0.014 0.029 -0.128
H -0.763022 -0.040621 6.811475 -0.004 0.002 0.002 0.115
H -0.991809 -2.053773 8.266967 0.001 0.006 0.000 0.092
H -0.832415 -4.308308 7.303207 0.000 -0.002 -0.001 0.092
H -0.435648 -4.607306 4.846241 0.000 -0.001 -0.001 0.114
C -0.741806 1.506761 -4.131354 -0.014 -0.003 -0.015 -0.128
C -1.166121 0.048898 -4.325650 -0.014 0.001 -0.022 -0.694
C -2.471140 -0.167769 -3.557302 0.008 0.016 0.002 -0.136
C -1.424473 -0.199284 -5.810076 0.006 -0.004 0.012 -0.122
Sb 0.350036 -1.134186 -3.215921 -0.095 -0.032 0.055 1.663
C 2.203534 -0.625406 -4.337166 0.029 0.042 0.011 -0.696
C 2.721313 0.610491 -3.591496 -0.011 -0.009 -0.003 -0.145
C 2.051005 -0.298392 -5.817014 -0.026 0.004 -0.009 -0.135
C 3.241847 -1.736918 -4.194138 0.014 -0.017 0.020 -0.145
C -0.152200 -3.232417 -3.786185 0.003 -0.040 0.006 -0.718
C -1.207945 -3.636529 -2.751420 0.005 0.018 -0.005 -0.156
C 1.068402 -4.122306 -3.550269 -0.026 -0.015 0.045 -0.143
C -0.701364 -3.487373 -5.183584 0.041 0.002 -0.008 -0.132
H -1.581783 2.165935 -4.386435 0.002 0.005 0.003 0.087
H 0.098145 1.775761 -4.776493 0.004 0.003 0.008 0.058
H -0.459655 1.709047 -3.097392 0.011 0.014 0.026 0.048
H -3.244573 0.509497 -3.942369 0.001 0.004 0.003 0.089
H -2.347022 0.058882 -2.495741 -0.010 -0.008 0.017 0.050
H -2.843711 -1.189930 -3.666245 -0.004 -0.008 0.004 0.059
H -2.115947 0.573609 -6.175618 -0.002 0.002 -0.001 0.078
H -1.899238 -1.162029 -5.992191 0.000 -0.004 -0.003 0.047
H -0.523772 -0.146870 -6.420128 0.009 0.005 -0.003 0.047
H 2.050855 1.465441 -3.685683 -0.008 0.004 0.006 0.062
H 3.701512 0.898622 -3.999274 -0.002 0.000 0.000 0.079
H 2.825757 0.428546 -2.520382 0.019 -0.008 0.014 0.061
H 1.429460 0.582149 -5.979207 -0.003 -0.003 -0.012 0.051
H 1.620110 -1.130567 -6.380690 0.009 -0.004 0.000 0.064
H 3.041012 -0.083179 -6.246595 0.006 0.002 0.003 0.076
H 3.276097 -2.146904 -3.183530 0.003 0.012 -0.046 0.041
H 4.236047 -1.327069 -4.427495 -0.007 0.006 -0.016 0.077
H 3.057099 -2.550066 -4.897276 -0.010 -0.019 -0.011 0.057
H -0.822379 -3.551284 -1.733039 -0.003 0.001 0.001 0.073
H -1.498389 -4.684265 -2.913135 -0.003 -0.003 0.005 0.076
H -2.112497 -3.029094 -2.811734 -0.011 0.008 0.000 0.054
H 1.575206 -3.881104 -2.612341 0.005 0.000 -0.016 0.059
H 1.792273 -4.049009 -4.359888 0.022 0.005 -0.024 0.052
H 0.741832 -5.171244 -3.496566 -0.005 -0.005 -0.003 0.075
H -1.679826 -3.027442 -5.318497 -0.009 -0.004 -0.003 0.052
H -0.826799 -4.569582 -5.341515 0.005 -0.004 0.002 0.073
H -0.038168 -3.111475 -5.967267 0.001 0.002 -0.001 0.067
C 4.219543 1.726557 4.558021 -0.014 -0.045 0.044 -0.069
N 3.648136 2.457707 3.456236 0.088 -0.024 0.018 -0.143
C 3.179664 3.762033 3.486278 -0.006 -0.004 0.000 -0.075
C 2.614167 3.993461 2.285124 -0.024 0.127 0.072 -0.081
N 2.749933 2.850424 1.540829 -0.099 0.036 -0.209 0.087
C 3.370209 1.887840 2.251440 -0.166 -0.105 0.184 -0.795
S 3.696503 0.289639 1.840840 0.128 0.012 -0.177 0.655
H 4.383892 2.416766 5.384547 -0.007 0.007 0.000 0.080
H 5.164108 1.273596 4.256686 -0.001 0.013 -0.004 0.069
H 3.542351 0.928220 4.865148 -0.020 0.020 -0.013 0.078
H 3.277020 4.383114 4.358108 -0.006 -0.005 0.007 0.101
H 2.099521 4.846669 1.883408 -0.015 -0.003 -0.005 0.113
H 2.270370 2.786063 0.626099 0.006 -0.080 -0.039 0.109
```
Positions in Å, forces in eV/Å.

M	829.68	g/mol
total charge	-2
gap between HOMO and LUMO	5.84	eV